Computed, not measured: one molecule with the formula C4H10N4, with ωB97M-V/def2-TZVPD.

Its net charge is 0. The HOMO energy is -7.229 eV. The calculation puts the HOMO-LUMO gap at 8.0 eV.

Cartesian coordinates (Å):
1 H -0.030 -0.242 -2.624
2 C -0.313 1.714 -0.158
3 N -0.801 -1.750 0.021
4 N 1.841 -0.246 0.163
5 H 1.719 0.028 -2.511
6 H 2.137 -1.222 0.110
7 N -0.944 0.627 0.551
8 H -1.738 -0.261 2.260
9 H 2.591 0.348 -0.173
10 C -0.475 -0.523 0.009
11 N 0.715 -0.052 -0.692
12 H 0.202 2.297 0.652
13 H -0.957 1.318 2.515
14 H -2.564 1.227 1.762
15 H -1.699 -1.913 0.470
16 C 0.873 -0.502 -2.073
17 H 1.037 -1.582 -2.123
18 C -1.593 0.735 1.839

Computed, not measured: one molecule with the formula C4H10N4, with ωB97M-V/def2-TZVPD.

Its net charge is 0. The HOMO energy is -7.967 eV. The calculation puts the HOMO-LUMO gap at 8.9 eV. Its structure (SMILES) is C/C(=N\N1CC1)NN.

Cartesian coordinates (Å):
1 H 3.153 -0.612 1.023
2 N 0.033 0.007 -0.783
3 H 2.066 0.987 -0.427
4 C 0.410 0.058 0.533
5 H -1.234 -0.873 1.646
6 H -0.303 0.308 2.518
7 C -2.182 0.686 -1.663
8 H 0.817 -1.149 2.137
9 H -3.081 1.052 -1.164
10 H 3.330 0.444 2.305
11 N 1.792 0.680 0.610
12 H -0.868 -0.678 -2.694
13 C -0.124 -0.418 1.727
14 N 2.939 0.312 1.193
15 C -1.655 -0.567 -2.112
16 H -1.525 1.518 -1.775
17 N -1.285 -0.216 -0.758
18 H -2.281 -1.538 -2.314

Computed, not measured: one molecule with the formula C4H10N4, with ωB97M-V/def2-TZVPD.

Its net charge is 0. The HOMO energy is -7.912 eV. The calculation puts the HOMO-LUMO gap at 8.8 eV. Its structure (SMILES) is [H]/N=C(\N)N(C)C(=C)N.

Cartesian coordinates (Å):
1 H 2.246 2.147 -0.026
2 H 0.628 2.131 -0.555
3 C -0.211 -1.647 -0.455
4 C 1.322 0.361 0.083
5 H -2.503 -1.164 0.386
6 H 3.334 -0.068 0.507
7 N -0.121 -0.283 0.016
8 H -0.997 -1.748 -1.204
9 H -0.413 -2.338 0.371
10 H 0.741 -1.923 -0.906
11 H 2.166 -1.430 0.844
12 C 2.313 -0.412 0.538
13 C -1.150 0.562 -0.012
14 N 1.497 1.611 -0.441
15 N -2.495 -0.187 0.128
16 H -2.051 2.245 0.058
17 H -3.178 0.315 0.682
18 N -1.127 1.829 -0.014

Computed, not measured: one molecule with the formula C4H10N4, with ωB97M-V/def2-TZVPD.

Its net charge is 0. The HOMO energy is -8.661 eV. The calculation puts the HOMO-LUMO gap at 9.5 eV. Its structure (SMILES) is C/N=C(C)\N=C\NN.

Cartesian coordinates (Å):
1 N -0.312 0.182 -0.152
2 H -0.232 2.370 -1.311
3 N -2.236 -1.552 2.319
4 H 1.396 3.209 -1.607
5 H -2.345 0.264 1.234
6 H -3.162 -1.953 2.151
7 H 2.753 -0.488 -1.001
8 H -2.309 -1.087 3.196
9 H -0.298 -1.611 0.890
10 C 1.868 -0.921 -0.492
11 C 0.750 2.333 -1.730
12 N -1.970 -0.654 1.277
13 N 1.537 1.230 -1.333
14 H 1.482 -1.858 -1.054
15 H 2.140 -1.292 0.482
16 C 0.993 0.227 -0.721
17 H 0.701 2.294 -2.794
18 C -0.755 -0.694 0.649

Computed, not measured: a 2-piece molecular cluster, C4H10N4O overall, with ωB97M-V/def2-TZVPD.

Its net charge is 0. The HOMO energy is -8.253 eV. The calculation puts the HOMO-LUMO gap at 9.2 eV. Its structure (SMILES) is C=C(N)C(N)=O.C=NN.

Cartesian coordinates (Å):
1 H 1.284 1.931 -0.411
2 C 1.745 1.391 0.414
3 C -2.309 0.077 1.168
4 N -1.936 1.076 -0.949
5 H 0.121 -1.518 1.675
6 H -2.072 -0.638 1.935
7 H 0.654 -2.272 0.347
8 H -2.927 1.079 -1.136
9 O -0.059 -0.722 -1.459
10 N 2.276 0.217 0.361
11 C -0.243 -0.583 -0.248
12 H -1.401 0.927 -1.795
13 N 2.544 -0.472 -0.787
14 N 0.010 -1.556 0.676
15 H 1.925 1.935 1.327
16 H 3.336 -1.098 -0.745
17 H 1.919 -0.319 -1.580
18 H -3.379 0.189 1.067
19 C -1.487 0.355 0.139

Computed, not measured: a 2-piece molecular cluster, C4H10NO overall, with ωB97M-V/def2-TZVPD.

Its net charge is -1. The HOMO energy is -2.510 eV. The calculation puts the HOMO-LUMO gap at 6.8 eV.

Cartesian coordinates (Å):
1 C 0.891 -0.768 1.030
2 N 0.116 0.176 1.671
3 C 2.120 -1.154 1.428
4 H 0.429 -1.149 0.122
5 O -0.644 -0.131 -1.559
6 C -0.712 0.433 -2.799
7 H 2.564 -0.781 2.349
8 H -1.296 0.512 0.050
9 H -1.385 1.587 1.447
10 H -1.494 -0.034 -3.449
11 H 0.245 0.381 -3.365
12 H 2.680 -1.847 0.815
13 C -1.208 0.539 1.180
14 H -0.964 1.523 -2.798
15 H 0.633 0.809 2.252
16 H -1.976 -0.098 1.627

Computed, not measured: a 2-piece molecular cluster, C4H10NO overall, with ωB97M-V/def2-TZVPD.

Its net charge is -1. The HOMO energy is -2.800 eV. The calculation puts the HOMO-LUMO gap at 6.8 eV.

Cartesian coordinates (Å):
1 H 0.025 0.305 1.286
2 C 0.098 -0.509 -0.713
3 H 0.956 -0.808 -1.341
4 N 2.085 0.603 1.769
5 H -0.227 0.511 -1.001
6 O -0.799 -1.441 -0.626
7 H 1.858 1.790 0.044
8 H 1.001 -1.158 1.196
9 H -3.434 -0.270 -1.555
10 H -2.247 1.004 -1.291
11 H 2.895 0.326 -0.148
12 H -3.166 0.284 0.035
13 C 0.879 -0.158 0.806
14 H -4.035 1.356 -1.079
15 C -3.220 0.640 -0.995
16 C 2.050 0.759 0.404

Computed, not measured: a 2-piece molecular cluster, C4H10NO overall, with ωB97M-V/def2-TZVPD.

Its net charge is -2. The HOMO energy (spin up / spin down) is 4.758 / 0.761 eV. Its spin multiplicity is 2. The calculation puts the HOMO-LUMO gap (spin up / spin down) at 1.5 / 5.4 eV.

Cartesian coordinates (Å):
1 H 3.397 -1.613 -2.181
2 H 2.403 -0.920 0.074
3 C 1.992 -0.606 -0.921
4 H -2.136 2.582 2.661
5 N 2.359 -1.515 -2.016
6 H 1.973 -2.443 -1.907
7 C -2.088 1.673 2.010
8 C 0.474 -0.534 -0.754
9 H -4.183 1.416 2.016
10 H 0.052 -0.220 -1.725
11 H -3.202 0.153 1.032
12 H 0.118 -1.611 -0.633
13 O 0.125 0.258 0.288
14 C -3.235 1.049 1.667
15 H 2.339 0.400 -1.160
16 H -1.134 1.297 1.628

Result set for energy above the lowest of the compared OMol25 structures with the same formula, charge and spin: 525.3, 688.6, 135.1, 231.9, 306.3, 126.2, 412.0, 146.6 kJ/mol, one per record in the order listed.
Result set for F_max: 0.30, 8.10, 5.16, 3.19, 3.62, 1.05, 2.97, 1.54 eV/A, one per record in the order listed.
Result set for calculated total energy: -10265.407, -10263.714, -10269.451, -10268.448, -12315.360, -7846.228, -7843.266, -7841.457 eV, one per record in the order listed.